# 1
{
  "formula": "C3H5Cl",
  "method": "ωB97M-V with the def2-TZVPD basis set",
  "lumo_ev": [-0.4, -0.3],
  "multiplicity": 1,
  "gap_ev": [8.9, 8.4],
  "relative_energy_kj_mol": 498.7,
  "total_energy_ev": -15708.6772,
  "symbols": ["C", "C", "C", "Cl", "H", "H", "H", "H", "H"],
  "xyz": [[1.1651, 1.3059, -0.0717], [1.4249, 0.0823, 0.0515], [-1.8416, -0.7044, -0.0356], [3.1025, -0.4800, 0.0754], [0.8401, 2.3115, -0.0912], [0.4948, -0.5804, 0.1546], [-1.7931, -0.8657, 0.9638], [-2.1542, 0.2439, -0.3939], [-1.2384, -1.3130, -0.6529]],
  "forces_ev_per_a": [[-0.13, 2.02, -0.06], [-1.26, -1.77, 0.25], [0.01, 0.49, -1.88], [-0.38, -0.48, 0.04], [-0.11, 0.28, -0.12], [2.08, 0.03, -0.06], [-0.11, -0.49, 2.86], [-0.33, 0.53, -0.29], [0.23, -0.60, -0.72]],
  "mulliken_charge": [-0.338, -0.020, -0.979, -0.197, 0.418, 0.099, 0.374, 0.312, 0.331]
}

# 2
{
  "formula": "C6H14O2",
  "method": "ωB97M-V with the def2-TZVPD basis set",
  "lumo_ev": 0.6,
  "multiplicity": 1,
  "gap_ev": 9.6,
  "smiles": "C=CC(=C)CC.O.O",
  "relative_energy_kj_mol": 255.2,
  "total_energy_ev": -10541.9717,
  "symbols": ["C", "C", "C", "C", "C", "C", "H", "H", "H", "H", "H", "H", "H", "H", "H", "H", "O", "H", "H", "O", "H", "H"],
  "xyz": [[2.6780, -0.2511, -0.3060], [1.4548, 0.2534, -0.3690], [0.2960, -0.5679, 0.1159], [-0.3726, -1.4127, -0.6759], [0.3137, -0.7363, 1.6253], [-0.4735, 0.4003, 2.3162], [3.6072, 0.2660, -0.5034], [2.7706, -1.3288, -0.1858], [1.2105, 1.1147, -0.9814], [-0.1148, -1.2918, -1.7147], [-0.9860, -2.2036, -0.2713], [-0.1828, -1.6455, 1.9666], [1.3182, -0.6714, 2.0333], [-1.4726, 0.5643, 1.9062], [0.0156, 1.3734, 2.2388], [-0.6156, 0.1838, 3.3705], [-1.3282, 2.0785, -0.4245], [-1.6224, 1.2131, -0.1294], [-2.0502, 2.4725, -0.9273], [-1.5478, -0.2876, -3.0852], [-1.2245, 0.3153, -3.7560], [-1.6734, 0.1612, -2.2428]],
  "forces_ev_per_a": [[0.25, -0.53, -0.30], [-0.87, -0.11, -1.12], [1.28, -1.68, 0.88], [0.99, 1.02, 0.27], [-1.50, 1.19, 0.48], [-0.03, 0.41, 0.02], [-0.22, 0.25, -0.47], [0.15, 0.15, 0.92], [0.24, 0.72, 0.78], [-0.62, -0.62, -0.28], [-0.24, 0.03, -0.20], [0.26, -0.30, -0.37], [0.19, -0.35, -0.25], [-0.02, -0.32, -0.10], [0.18, -0.08, -0.04], [0.09, -0.02, 0.22], [0.07, 0.27, -0.30], [-0.10, -0.12, 0.05], [-0.01, -0.12, 0.16], [-0.36, -0.53, -0.29], [-0.03, 0.40, 0.25], [0.29, 0.35, -0.31]],
  "mulliken_charge": [-0.713, -0.443, 0.744, -1.360, -0.329, -1.241, 0.295, 0.240, 0.365, 0.480, 0.312, 0.370, 0.309, 0.279, 0.334, 0.395, -0.588, 0.273, 0.290, -0.643, 0.305, 0.325]
}

# 3
{
  "formula": "CH2N3P",
  "method": "ωB97M-V with the def2-TZVPD basis set",
  "s_squared": 2.045,
  "lumo_ev": [-0.4, -2.6],
  "multiplicity": 3,
  "gap_ev": [6.7, 7.1],
  "relative_energy_kj_mol": 47.4,
  "total_energy_ev": -14821.1943,
  "symbols": ["C", "N", "N", "N", "P", "H", "H"],
  "xyz": [[0.5196, 0.7395, -0.0016], [-0.6770, 1.2048, 0.0775], [-1.7473, 0.8263, -0.0616], [-1.1220, -1.5273, 0.0308], [0.2870, -1.0327, -0.0005], [1.2357, 1.5520, 0.1975], [1.5040, -1.7627, -0.2421]],
  "forces_ev_per_a": [[2.52, -1.32, 0.43], [0.92, 5.48, 0.77], [-5.54, -1.32, -0.77], [-0.32, -1.29, 0.14], [2.23, -0.58, -0.39], [0.56, -1.25, -0.28], [-0.36, 0.28, 0.10]],
  "mulliken_charge": [-0.100, 0.281, -0.482, -0.448, 0.258, 0.387, 0.104]
}